The molecule C19H13ClF3N3O at a distorted geometry, computed with ωB97M-V with the def2-TZVPD basis set.

- Largest force on an atom: 0.090 hartree/bohr
- E: -47103.80481 eV
- ΔE to the lowest compared entry with this formula, charge and spin: 0.000 eV
- Gap between HOMO and LUMO: 0.30938 hartree
- SMILES string: Cc1nc(C#Cc2ccnc(Cl)c2)c(C)n1-c1ccc(OC(F)(F)F)cc1
- HOMO level: -8.274 eV

```
! wB97M-V def2-TZVPD RIJCOSX def2/J DEFGRID3
* xyz 0 1
C 0.008 0.529 3.112
C 0.252 0.224 1.712
N 1.474 -0.214 1.320
C 1.327 -0.616 -0.054
C 2.362 -1.072 -0.905
C 3.084 -1.812 -1.527
C 4.035 -2.680 -2.126
C 4.923 -3.383 -1.412
C 5.829 -4.233 -2.087
N 5.863 -4.382 -3.390
C 4.991 -3.595 -4.103
Cl 4.945 -3.689 -5.800
C 3.975 -2.809 -3.509
C 0.028 -0.405 -0.448
C -0.635 -0.816 -1.832
N -0.638 0.022 0.702
C -1.947 0.742 0.811
C -3.058 0.379 1.680
C -4.126 1.306 1.860
C -4.020 2.610 1.418
O -5.110 3.414 1.456
C -4.805 4.652 2.099
F -5.982 4.952 2.723
F -3.847 4.801 2.991
F -4.548 5.515 1.096
C -2.875 3.033 0.743
C -1.883 2.130 0.436
H -0.955 0.253 3.508
H 0.871 0.041 3.760
H 0.023 1.592 3.397
H 4.907 -3.396 -0.313
H 6.449 -4.793 -1.445
H 3.325 -2.218 -4.132
H 0.120 -1.265 -2.466
H -1.429 -1.615 -1.783
H -1.134 -0.019 -2.332
H -3.023 -0.585 2.146
H -5.078 1.056 2.405
H -2.737 4.009 0.376
H -0.961 2.335 -0.086
*
```



The molecule C4H7N3O2 at a distorted geometry, computed with ωB97M-V with the def2-TZVPD basis set.

- ⟨S²⟩: 2.007
- Largest force on an atom: 0.167 hartree/bohr
- E: -12820.66712 eV
- ΔE to the lowest compared entry with this formula, charge and spin: 0.045 eV
- Gap between HOMO and LUMO (spin up / spin down): 0.18212 / 0.30134 hartree
- HOMO level (spin up / spin down): -4.343 / -10.072 eV

```
! wB97M-V def2-TZVPD RIJCOSX def2/J DEFGRID3
* xyz 0 3
C 0.020 0.662 -1.589
C 0.677 2.005 -1.496
C 0.700 -0.349 -0.613
C -1.429 0.287 0.026
N -1.290 0.983 -1.013
N -0.348 -0.427 0.414
N -0.327 -1.348 1.521
O 0.846 2.792 -2.362
O 1.012 2.285 -0.199
H -0.312 0.353 -2.532
H 0.861 -1.330 -1.207
H 1.679 -0.080 -0.165
H -2.268 0.340 0.648
H -0.208 -1.017 2.450
H 1.624 3.010 0.015
H -1.131 -2.009 1.400
*
```



The molecule C19H28FN3O2, computed with ωB97M-V with the def2-TZVPD basis set.

- Largest force on an atom: 0.010 hartree/bohr
- E: -31438.75247 eV
- ΔE to the lowest compared entry with this formula, charge and spin: 1.910 eV
- Gap between HOMO and LUMO: 0.31577 hartree
- SMILES string: CN(C(=O)CCN1CCCO1)[C@@H]1CCCN(Cc2ccccc2F)C1
- HOMO level: -7.941 eV

```
! wB97M-V def2-TZVPD RIJCOSX def2/J DEFGRID3
* xyz 0 1
C -0.134 -2.001 0.261
N -0.196 -0.559 0.196
C -1.376 0.108 0.156
O -1.443 1.321 0.084
C -2.629 -0.755 0.193
C -3.870 0.115 0.382
N -5.058 -0.734 0.375
C -5.657 -0.886 -0.941
C -6.580 0.339 -1.114
C -6.792 0.784 0.342
O -6.095 -0.164 1.146
C 1.063 0.181 0.254
C 1.150 1.116 1.462
C 2.521 1.785 1.461
C 2.737 2.527 0.135
N 2.556 1.710 -1.046
C 3.712 1.017 -1.573
C 4.227 -0.171 -0.789
C 3.739 -1.455 -1.009
C 4.178 -2.532 -0.259
C 5.130 -2.349 0.730
C 5.653 -1.088 0.956
C 5.198 -0.027 0.195
F 5.737 1.193 0.419
C 1.298 1.003 -1.032
H 0.889 -2.326 0.085
H -0.770 -2.455 -0.501
H -0.447 -2.375 1.241
H -2.707 -1.309 -0.746
H -2.575 -1.477 1.007
H -3.890 0.899 -0.385
H -3.819 0.598 1.359
H -4.889 -0.955 -1.709
H -6.245 -1.807 -0.932
H -7.514 0.071 -1.602
H -6.095 1.122 -1.695
H -7.836 0.748 0.657
H -6.399 1.793 0.518
H 1.862 -0.560 0.347
H 0.368 1.871 1.388
H 0.999 0.548 2.384
H 2.593 2.496 2.284
H 3.296 1.029 1.602
H 3.735 2.966 0.107
H 2.001 3.338 0.074
H 4.512 1.758 -1.661
H 3.449 0.680 -2.581
H 3.005 -1.605 -1.788
H 3.781 -3.518 -0.449
H 5.474 -3.186 1.317
H 6.408 -0.916 1.707
H 1.244 0.350 -1.907
H 0.498 1.746 -1.104
*
```



A structure of composition C3H2FLiNaO4 at a distorted geometry, computed with ωB97M-V with the def2-TZVPD basis set.

- ⟨S²⟩: 0.754
- Largest force on an atom: 0.073 hartree/bohr
- E: -18671.79927 eV
- ΔE to the lowest compared entry with this formula, charge and spin: 0.186 eV
- Gap between HOMO and LUMO (spin up / spin down): 0.13574 / 0.24711 hartree
- HOMO level (spin up / spin down): -5.213 / -8.283 eV

```
! wB97M-V def2-TZVPD RIJCOSX def2/J DEFGRID3
* xyz 0 2
C 1.856 -0.396 -0.388
C 1.025 0.590 0.395
O -0.453 1.248 -0.288
C -1.505 0.500 -0.542
O -2.545 0.915 -1.025
O -1.543 -0.776 -0.181
O 1.648 -1.623 -0.342
Na -3.537 0.078 1.262
H 2.655 0.036 -0.991
F 1.804 1.630 0.733
H 0.648 0.155 1.319
Li -0.055 -2.358 0.049
*
```